{"formula": "C2H2O4P", "method": "ωB97M-V with the def2-TZVPD basis set", "elements": ["C", "C", "O", "O", "O", "O", "P", "H", "H"], "xyz": [[0.063, -2.664, 0.632], [0.386, -1.483, -0.321], [-0.267, -3.739, 0.189], [0.322, -2.191, 1.746], [0.232, -1.349, -1.528], [0.677, 1.045, -0.452], [0.721, -0.024, 0.813], [0.256, 0.748, -1.273], [-0.602, 0.025, 0.987]], "smiles": "O=C([O-])C(=O)PO", "energy_ev": -19586.736, "homo_lumo_gap_ha": 0.30496, "molar_mass_da": 121.01, "lumo_ev": 3.984, "fmax_ha_per_bohr": 0.044, "relative_energy_ev": 2.0161, "charge": -1}

---

{"formula": "C2H2O6Rb", "method": "ωB97M-V with the def2-TZVPD basis set", "elements": ["Rb", "O", "C", "O", "O", "H", "O", "C", "O", "O", "H"], "xyz": [[0.661, -0.219, -0.537], [-0.929, -0.117, -1.538], [-1.612, -0.965, -2.313], [-2.841, -0.816, -2.070], [-1.073, -1.609, -3.274], [-1.827, 0.056, -1.248], [0.748, 1.003, 2.879], [1.864, 0.745, 2.217], [3.018, 0.873, 2.723], [1.680, 0.197, 1.122], [0.311, 0.851, 2.038]], "energy_ev": -15043.298, "homo_lumo_gap_ha": 0.27997, "molar_mass_da": 207.50, "lumo_ev": 2.346, "fmax_ha_per_bohr": 0.238, "relative_energy_ev": 8.0643, "charge": -1}

---

{"formula": "C2H2OS", "method": "ωB97M-V with the def2-TZVPD basis set", "elements": ["C", "C", "O", "S", "H", "H"], "xyz": [[0.558, -0.120, -0.605], [-0.294, 0.109, 0.545], [1.413, 0.635, -1.016], [-1.722, -0.743, 0.711], [0.181, -0.949, -1.245], [-0.135, 1.067, 1.609]], "energy_ev": -14986.207, "homo_lumo_gap_ha": 0.28255, "molar_mass_da": 74.10, "lumo_ev": -1.951, "fmax_ha_per_bohr": 0.124, "relative_energy_ev": 1.5048}

---

{"formula": "C2H2OS2", "method": "ωB97M-V with the def2-TZVPD basis set", "elements": ["C", "C", "O", "S", "S", "H", "H"], "xyz": [[2.038, -0.565, -0.031], [-1.475, 0.439, -0.137], [1.966, -1.397, -0.825], [-2.382, 0.278, 1.211], [2.347, 0.537, 0.974], [-0.500, -0.006, -0.203], [-1.995, 0.714, -0.988]], "smiles": "O=C=S.C=S", "energy_ev": -25823.337, "homo_lumo_gap_ha": 0.30892, "molar_mass_da": 106.17, "lumo_ev": -0.605, "fmax_ha_per_bohr": 0.063, "relative_energy_ev": 0.4055}